This record from the Open Molecules 2025 dataset describes a cluster of 2 separate species, CH5NO2S in total at a distorted geometry. The level of theory is the ωB97M-V functional and the def2-TZVPD basis.

Properties
E_HOMO (spin up / spin down) = -8.48 / -9.74 eV
Energy above the lowest of the compared OMol25 structures with the same formula, charge and spin = 402.3 kJ/mol
E = -17530.14369 eV
Maximum force = 3.00 eV/A
Spin multiplicity = 3

```
10
Properties=species:S:1:pos:R:3:forces:R:3
N 2.40425 -0.12569 -0.42844 -0.52 -0.80 -1.52
H 0.02156 1.80361 -0.18892 0.51 -0.10 0.01
O 1.20382 0.28043 -0.37033 -0.97 -0.42 -0.48
S 3.42497 0.21247 0.77040 -0.25 2.11 2.11
H -0.71152 -1.54550 -1.17061 -0.05 0.06 -0.18
H 2.56809 1.19470 1.37522 1.31 -1.09 -0.47
O 0.99902 1.82610 -0.22498 0.04 0.37 0.35
H -2.09259 -0.89514 -0.06896 0.61 -0.37 0.06
H -0.59709 -1.88563 0.64390 -0.52 0.39 -0.36
C -1.14095 -1.42810 -0.19277 -0.17 -0.15 0.48
```
Positions in Å, forces in eV/Å.

Atomic partial charges in e from the Löwdin method, atoms 1 to 6: N -0.500; H 0.080; O -0.266; S 0.791; H -0.024; H -0.054

=====

This record from the Open Molecules 2025 dataset describes the ion CH5NOP with charge -1 at a distorted geometry. The level of theory is the ωB97M-V functional and the def2-TZVPD basis.

Properties
SMILES = [O-]NC=[PH3]
E_HOMO = -2.20 eV
Energy above the lowest of the compared OMol25 structures with the same formula, charge and spin = 475.1 kJ/mol
E = -13939.96044 eV
Maximum force = 3.02 eV/A
Total charge = -1

```
9
Properties=species:S:1:pos:R:3:forces:R:3
O 0.04430 0.78949 2.61902 0.28 -0.43 0.01
H -0.70075 0.50077 -1.50322 -1.42 1.76 -1.41
C -0.42055 0.20528 0.39909 1.17 -0.98 2.61
H 1.10590 -0.41434 1.46527 0.48 -0.42 -0.05
P -0.19214 -0.69783 -1.17697 -0.48 -1.22 -1.24
H -1.32046 0.76887 0.39593 -0.74 0.75 0.57
H 1.16795 -0.55118 -1.01879 1.28 -0.26 0.15
N 0.25784 0.12552 1.48904 -1.21 1.62 0.27
H 0.05791 -0.72658 -2.66937 0.64 -0.81 -0.91
```
Positions in Å, forces in eV/Å.

Atomic partial charges in e from the Löwdin method, atoms 1 to 6: O -0.299; H -0.172; C -0.438; H 0.115; P 0.411; H 0.040

=====

This record from the Open Molecules 2025 dataset describes a cluster of 2 separate species, CH5NOP2 in total at a distorted geometry. The level of theory is the ωB97M-V functional and the def2-TZVPD basis.

Properties
SMILES = P=[PH3].N=C=O
E_HOMO = -7.49 eV
Energy above the lowest of the compared OMol25 structures with the same formula, charge and spin = 165.9 kJ/mol
E = -23230.73749 eV
Maximum force = 2.32 eV/A

```
10
Properties=species:S:1:pos:R:3:forces:R:3
H 1.85263 2.23236 1.73824 0.66 -0.44 1.16
H -0.79771 -2.99143 0.19428 -0.67 0.18 0.37
N 1.32238 2.39954 0.94646 -0.07 0.87 -0.74
H -1.48747 -0.90351 0.69308 -0.56 0.72 1.25
H -1.86594 -1.76788 -1.17516 -0.64 0.10 -0.18
O -0.34869 1.92983 -0.64841 0.62 0.52 0.88
P 1.01206 -1.37687 -0.89232 1.53 0.42 -0.07
C 0.47378 2.14620 0.17546 -1.34 -0.64 -1.20
H 0.69343 -0.01868 -0.80109 0.32 0.34 -0.43
P -0.85446 -1.64956 -0.23052 0.17 -2.07 -1.05
```
Positions in Å, forces in eV/Å.

Atomic partial charges in e from the Löwdin method, atoms 1 to 6: H 0.072; H -0.079; N 0.241; H -0.094; H -0.088; O 0.075

=====

This record from the Open Molecules 2025 dataset describes an isolated molecule of CH5NOP2 at a distorted geometry. The level of theory is the ωB97M-V functional and the def2-TZVPD basis.

Properties
SMILES = [H]/P=C/O[PH2]=N
E_HOMO = -9.03 eV
Energy above the lowest of the compared OMol25 structures with the same formula, charge and spin = 177.1 kJ/mol
E = -23230.62099 eV
Maximum force = 3.14 eV/A

```
10
Properties=species:S:1:pos:R:3:forces:R:3
H 0.48336 -1.19539 -2.22141 0.04 1.26 1.37
P -1.15158 0.33997 0.53086 2.23 1.64 -1.49
H 0.08557 1.25839 2.17577 -0.06 -0.08 -0.47
P 1.84383 -0.47116 -0.14475 -0.99 0.23 -1.00
N -0.41616 1.41225 1.30809 0.22 0.45 0.94
C 0.50943 -0.55252 -1.27113 1.87 -0.68 -0.18
H -1.34589 -0.86542 1.04681 0.27 -2.23 0.54
H -2.36105 0.60827 0.14555 -2.70 0.97 -0.80
H 2.89563 -1.19351 -0.81352 -0.86 -0.22 -0.24
O -0.63556 0.18064 -1.08102 -0.02 -1.34 1.32
```
Positions in Å, forces in eV/Å.

Atomic partial charges in e from the Löwdin method, atoms 1 to 6: H 0.078; P 0.608; H -0.012; P 0.761; N -0.248; C -0.603

=====

This record from the Open Molecules 2025 dataset describes a structure of composition CH5NOS at a distorted geometry. The level of theory is the ωB97M-V functional and the def2-TZVPD basis.

Properties
E_HOMO = -8.82 eV
Energy above the lowest of the compared OMol25 structures with the same formula, charge and spin = 637.1 kJ/mol
E = -15484.51619 eV
Maximum force = 3.43 eV/A

```
9
Properties=species:S:1:pos:R:3:forces:R:3
N 0.75699 1.24756 -0.25958 -2.45 1.89 1.48
O 2.09439 -0.80156 -0.38098 1.45 -1.25 -0.31
H 0.98346 -0.22120 1.73668 -0.52 -0.67 -2.62
H -1.62802 -1.73782 -1.19420 1.30 0.67 1.77
H 1.25803 2.03031 0.32815 -0.89 -2.60 -1.17
S 0.82866 -0.41674 0.15067 -0.85 2.42 2.08
H -0.29645 1.49598 -0.20882 2.11 -0.47 -0.29
H -1.03729 -1.94142 0.63829 -0.80 0.52 -1.36
C -1.39317 -1.19200 -0.16998 0.65 -0.52 0.43
```
Positions in Å, forces in eV/Å.

Atomic partial charges in e from the Löwdin method, atoms 1 to 6: N -0.264; O -0.497; H 0.077; H -0.031; H 0.102; S 0.712

=====

This record from the Open Molecules 2025 dataset describes a cluster of 2 separate species, CH5NOS2 in total at a distorted geometry. The level of theory is the ωB97M-V functional and the def2-TZVPD basis.

Properties
E_HOMO (spin up / spin down) = -8.97 / -8.39 eV
Energy above the lowest of the compared OMol25 structures with the same formula, charge and spin = 302.1 kJ/mol
E = -26323.26985 eV
Maximum force = 4.81 eV/A

```
10
Properties=species:S:1:pos:R:3:forces:R:3
N -2.70996 -0.55001 -0.01523 2.89 2.83 -2.06
S -1.54600 0.19560 0.96421 -0.94 -0.77 -0.06
H -3.59667 -0.77072 0.27689 -2.20 -0.97 1.76
C 1.83101 0.75040 -0.28393 -3.31 -3.44 -0.61
H 0.75131 0.90055 -0.64268 1.72 0.42 0.51
S 1.59605 -0.55521 1.07004 -0.11 3.15 0.33
H 2.36834 0.24582 -1.07812 0.27 -0.04 -0.02
O 1.80652 -1.83588 0.44171 0.39 -2.45 -1.16
H -2.83369 0.07107 -0.83903 0.26 -1.07 0.41
H 2.33308 1.54838 0.10615 1.03 2.33 0.90
```
Positions in Å, forces in eV/Å.

Atomic partial charges in e from the Löwdin method, atoms 1 to 6: N -0.435; S 0.519; H -0.022; C -0.294; H 0.018; S 0.755

=====

This record from the Open Molecules 2025 dataset describes an isolated molecule of CH5NOSi at a distorted geometry. The level of theory is the ωB97M-V functional and the def2-TZVPD basis.

Properties
SMILES = NC(=O)[SiH3]
E_HOMO = -9.12 eV
Energy above the lowest of the compared OMol25 structures with the same formula, charge and spin = 59.4 kJ/mol
E = -12531.91621 eV
Maximum force = 5.43 eV/A

```
9
Properties=species:S:1:pos:R:3:forces:R:3
H 0.23962 2.11877 -1.25435 0.06 -0.04 0.55
O 0.09854 1.31855 1.39658 0.68 -2.12 -4.95
H 0.40018 0.46523 -1.77969 -0.23 1.17 1.39
C 0.21704 0.63006 0.27743 -0.96 2.38 4.20
H 0.72355 -1.95240 -0.56392 -1.38 0.27 1.57
Si -0.20020 -1.22817 0.56605 1.75 0.96 -1.60
N 0.27709 1.14413 -0.98679 0.38 -1.51 -0.75
H -1.60372 -1.05020 0.34675 -0.97 -0.59 -0.67
H -0.15209 -1.44596 1.99794 0.67 -0.52 0.27
```
Positions in Å, forces in eV/Å.

Atomic partial charges in e from the Löwdin method, atoms 1 to 6: H 0.102; O -0.144; H 0.105; C -0.652; H -0.039; Si 0.705

=====

This record from the Open Molecules 2025 dataset describes a cluster of 3 separate species, CH5NOSi in total at a distorted geometry. The level of theory is the ωB97M-V functional and the def2-TZVPD basis.

Properties
E_HOMO (spin up / spin down) = -6.96 / -12.45 eV
Energy above the lowest of the compared OMol25 structures with the same formula, charge and spin = 277.9 kJ/mol
E = -12526.46303 eV
Maximum force = 8.73 eV/A
Spin multiplicity = 3

```
9
Properties=species:S:1:pos:R:3:forces:R:3
H 3.15895 -0.61023 0.81569 -0.71 0.12 -1.14
H 2.34431 1.43316 1.30487 -0.42 0.43 -0.78
N -3.28593 -2.90137 -0.19424 2.01 2.06 0.16
H -1.50114 -1.56749 -0.25493 -0.08 0.30 0.15
H -0.52059 2.52087 -0.87809 -0.13 -0.22 0.12
C -2.40416 -2.13420 -0.17904 -1.89 -2.29 -0.30
O 0.56173 0.02281 -0.09137 -4.98 -0.37 -4.35
H -0.17593 3.07303 -1.21772 0.13 0.22 -0.13
Si 1.82276 0.16342 0.69483 6.07 -0.25 6.27
```
Positions in Å, forces in eV/Å.

Atomic partial charges in e from the Löwdin method, atoms 1 to 6: H -0.063; H -0.071; N 0.044; H 0.016; H 0.010; C -0.076

=====

This record from the Open Molecules 2025 dataset describes a structure of composition CH5O2P at a distorted geometry. The level of theory is the ωB97M-V functional and the def2-TZVPD basis.

Properties
E_HOMO (spin up / spin down) = -9.13 / -8.89 eV
Energy above the lowest of the compared OMol25 structures with the same formula, charge and spin = 551.2 kJ/mol
E = -14496.02072 eV
Maximum force = 3.96 eV/A

```
9
Properties=species:S:1:pos:R:3:forces:R:3
H 2.42844 0.94788 0.95610 0.75 1.42 0.13
H -0.78168 -0.44091 0.96647 -1.11 -0.10 -0.05
O -0.74333 0.11016 -0.93619 -0.57 -0.61 -0.22
H -2.46377 0.25167 0.30849 1.89 -1.15 0.01
P 2.09821 -0.08341 0.14041 -3.79 -1.02 -0.54
H 2.72897 0.09646 -1.09297 0.25 0.93 -0.10
O 0.09930 0.99200 -0.34357 3.65 -0.23 0.34
C -1.51421 -0.41288 0.12939 -1.41 -0.39 0.30
H -1.85192 -1.46099 -0.12813 0.36 1.16 0.12
```
Positions in Å, forces in eV/Å.

Atomic partial charges in e from the Löwdin method, atoms 1 to 6: H -0.192; H 0.064; O -0.294; H 0.114; P 0.857; H -0.171

=====

This record from the Open Molecules 2025 dataset describes an isolated molecule of CH5O2P at a distorted geometry. The level of theory is the ωB97M-V functional and the def2-TZVPD basis.

Properties
SMILES = OCPO
E_HOMO = -8.94 eV
Energy above the lowest of the compared OMol25 structures with the same formula, charge and spin = 87.7 kJ/mol
E = -14500.82483 eV
Maximum force = 3.18 eV/A

```
9
Properties=species:S:1:pos:R:3:forces:R:3
O 1.42359 -0.60342 0.01422 -0.43 -2.32 2.11
H 0.89213 -0.89844 0.81343 1.35 -0.02 -1.35
H 1.16220 1.37513 0.23840 -0.27 0.07 -0.42
C 0.79593 0.52935 -0.38859 -0.04 3.00 -1.05
O -1.19913 -1.09081 -0.19823 0.85 -1.11 0.35
H -1.05930 0.70191 1.31990 0.50 -0.21 0.63
H 1.16840 0.78998 -1.46361 -1.23 -0.58 1.67
P -1.08015 0.50628 -0.06586 0.81 1.92 -1.68
H -2.10367 -1.30997 -0.26967 -1.54 -0.75 -0.26
```
Positions in Å, forces in eV/Å.

Atomic partial charges in e from the Löwdin method, atoms 1 to 6: O -0.134; H 0.103; H 0.068; C -0.520; O -0.372; H -0.080